1.
# C45H55N7S2TeTl

A molecular structure, C45H55N7S2TeTl (wB97M-V/def2-TZVPD, the OMol25 dataset).

The multiplicity is 1. The frontier orbital gap is 4.16 eV. The value obtained for the HOMO energy is -3.37 eV. The total charge is -1. The value obtained for the relative energy (zero: lowest compared OMol25 entry of this formula, charge and spin) is 8.2 kcal per mole.

Structure (XYZ):
```
111
Properties=species:S:1:pos:R:3:forces:R:3
Tl -0.788063 0.935539 0.794186 -0.427 0.505 0.355
C 1.069206 5.323545 -3.292304 -0.130 -0.023 0.062
C -0.024231 4.601080 -2.491109 0.227 -0.053 -0.140
C 0.391017 3.181439 -2.190931 -0.159 0.246 -0.507
C 0.278253 2.172315 -3.077174 0.073 0.122 0.022
C -0.369818 2.374805 -4.420461 -0.249 -0.024 0.091
C -1.891830 2.160841 -4.365418 0.150 0.032 -0.016
C 1.584816 0.718255 -1.481461 0.587 -0.645 -0.572
C 2.229654 -0.406115 -1.077483 -0.226 0.493 -0.253
C 2.351617 -0.771350 0.320733 -0.445 -0.020 0.883
C 3.335543 -1.574863 1.022810 0.172 -0.041 0.177
C 4.743712 -1.876722 0.592065 -0.093 -0.019 -0.074
C 4.940242 -2.062618 -0.911500 -0.015 0.016 0.163
C 2.771026 -1.903060 2.229595 0.104 -0.121 -0.145
C 1.427723 -1.356459 2.203351 -0.198 0.068 0.635
C 0.344402 -1.847762 2.931611 0.457 0.064 -0.454
C -0.960531 -1.950192 2.398533 -0.595 0.044 0.040
N -1.236724 -1.453569 1.182393 0.229 -0.226 -0.282
C -2.356231 -2.035203 0.733046 -0.209 0.003 0.623
C -2.707445 -1.953927 -0.625803 0.403 0.088 -0.342
C -1.984366 -1.321985 -1.631355 -0.405 -0.023 0.075
N -1.028288 -0.338204 -1.454148 0.616 -0.106 -0.364
C -0.393912 -0.203006 -2.603915 -0.313 -0.119 0.226
C 0.770314 0.773160 -2.767344 -0.206 -0.040 0.434
C 1.092769 2.919031 -0.953194 0.356 -1.082 0.246
N 1.626028 1.792868 -0.632433 -0.246 0.847 0.269
C -0.919265 -1.093091 -3.602346 -0.203 -0.172 -0.172
C -1.959656 -1.762558 -3.001820 0.105 -0.008 -0.143
C -2.877090 -2.770897 -3.621875 -0.110 0.254 0.014
C -4.229815 -2.138508 -3.973923 0.073 -0.130 0.014
C -0.400684 -1.324720 -4.990336 0.126 -0.143 0.205
C 0.610841 -2.477136 -5.025017 -0.036 0.110 -0.115
C -2.901992 -2.903163 1.759030 -0.081 0.150 -0.177
C -2.035710 -2.830990 2.818481 0.156 0.109 0.111
C -2.127150 -3.512233 4.148242 0.139 -0.152 -0.161
C -1.333996 -4.824629 4.199705 -0.076 0.113 0.076
C -4.143854 -3.725465 1.618472 0.183 -0.087 -0.045
C -3.865593 -5.114854 1.031278 -0.119 0.084 0.044
N 1.266427 -0.601270 1.079739 0.510 -0.254 -0.949
C 3.355713 -2.711079 3.345079 0.014 0.254 0.071
C 3.703088 -1.821287 4.545014 0.001 -0.122 -0.066
H 0.895091 6.399964 -3.319641 0.019 0.022 0.006
H 1.103639 4.962453 -4.320205 0.071 -0.001 -0.014
H 2.048692 5.135216 -2.849104 0.039 0.069 -0.016
H -0.961939 4.616905 -3.046494 -0.044 0.039 0.086
H -0.198286 5.117727 -1.548543 -0.143 -0.002 -0.067
H 0.058066 1.673597 -5.140361 0.071 0.066 -0.009
H -0.168266 3.381594 -4.784480 0.037 -0.036 -0.039
H -2.117849 1.127529 -4.110506 -0.115 0.006 0.020
H -2.337622 2.393877 -5.333267 -0.042 -0.022 -0.006
H -2.342480 2.804265 -3.610296 -0.045 -0.010 0.011
H 2.453812 -1.174480 -1.809712 -0.175 -0.091 -0.028
H 5.080883 -2.780136 1.106298 0.056 0.045 0.029
H 5.392471 -1.059729 0.927884 0.051 -0.063 0.023
H 4.274197 -2.836782 -1.295625 0.001 -0.003 -0.056
H 5.968961 -2.355028 -1.125825 -0.001 -0.005 -0.035
H 4.735724 -1.132682 -1.439796 0.012 -0.015 -0.097
H 0.558877 -2.396730 3.842307 0.004 -0.081 -0.023
H -3.519235 -2.594077 -0.955369 0.020 -0.058 -0.005
H 1.366666 0.416296 -3.616785 0.006 0.023 0.024
H -3.034206 -3.601987 -2.930598 0.030 -0.064 -0.074
H -2.425106 -3.180236 -4.528049 0.031 -0.064 0.049
H -4.699903 -1.725199 -3.081702 -0.039 0.020 -0.010
H -4.901639 -2.877343 -4.414373 -0.046 0.031 -0.013
H -4.093150 -1.321917 -4.683923 -0.021 0.016 -0.010
H 0.077982 -0.420133 -5.371484 -0.065 -0.006 -0.080
H -1.231887 -1.560466 -5.659625 0.014 0.101 -0.044
H 1.462800 -2.257018 -4.379653 0.016 -0.021 0.019
H 0.980305 -2.646277 -6.038796 0.031 -0.038 0.006
H 0.149477 -3.396727 -4.663850 0.018 -0.018 0.016
H -3.175323 -3.718192 4.376388 0.003 0.058 0.057
H -1.752925 -2.834734 4.919636 -0.092 -0.005 0.040
H -1.712828 -5.528056 3.458434 0.035 -0.037 -0.007
H -1.406959 -5.285669 5.186571 0.014 -0.041 -0.002
H -0.280358 -4.643864 3.983068 0.026 -0.052 -0.026
H -4.847330 -3.198504 0.970556 -0.085 0.013 0.094
H -4.619116 -3.838497 2.595550 -0.074 0.051 -0.031
H -3.370280 -5.034868 0.062468 0.025 -0.007 -0.010
H -4.797609 -5.667066 0.896363 0.016 -0.061 -0.013
H -3.216049 -5.688175 1.692729 0.022 -0.029 -0.020
H 4.257544 -3.222377 3.003217 -0.050 -0.057 -0.001
H 2.645021 -3.479526 3.661689 0.041 -0.043 -0.036
H 4.394171 -1.035435 4.238621 0.013 0.031 0.048
H 4.159671 -2.401178 5.349094 0.009 0.024 0.025
H 2.802136 -1.343586 4.930829 0.006 0.032 0.032
S -4.448720 1.753245 2.812070 -0.062 0.096 -0.347
C -3.082699 2.681869 2.489320 -0.368 -0.323 0.532
S -1.708971 2.563605 3.504801 0.311 0.290 -0.097
C -3.037700 3.578453 1.362781 -0.231 -0.204 0.086
C -4.165241 3.852172 0.550746 -0.273 0.009 -0.149
N -5.066344 4.128510 -0.117732 0.092 -0.004 -0.054
C -1.875844 4.221691 1.015710 0.500 0.231 0.031
N -0.886800 4.774373 0.716478 -0.614 0.103 -0.188
C 1.659154 6.151549 0.066244 -0.035 -0.192 0.077
Te 1.438195 4.121801 0.755999 0.711 1.052 -0.183
C 3.559939 3.870163 0.401028 -0.051 0.031 -0.186
H 2.309724 6.629325 0.798516 0.054 -0.043 0.002
H 0.696234 6.650932 0.059169 -0.087 -0.146 0.038
H 2.128516 6.199148 -0.912288 0.027 -0.085 0.018
H 3.831867 4.251829 -0.583928 -0.066 0.047 -0.005
H 3.761936 2.805318 0.450041 -0.051 -0.029 0.076
H 4.140160 4.390890 1.162472 -0.121 0.015 0.092
C 0.781041 2.740658 5.592223 0.056 -0.031 -0.006
C 1.043637 1.496319 4.733262 -0.249 0.029 0.326
C 1.766895 1.869691 3.534925 0.262 0.100 -0.322
N 2.328273 2.252068 2.606033 0.226 -0.563 0.551
H 0.169547 2.470707 6.451016 0.001 -0.009 0.014
H 0.232364 3.474836 5.004866 -0.006 0.001 0.049
H 1.716705 3.181792 5.938616 0.020 -0.022 0.032
H 0.088441 1.066277 4.414628 0.055 -0.036 0.035
H 1.607664 0.744043 5.287360 0.055 -0.026 -0.089
```
Positions in Å, forces in eV/Å.

Results of the Mulliken charge analysis, in e, for atoms 1 through 6: 1.12, -1.41, -0.91, 0.63, 0.04, -1.12

---

2.
# C45H58AsBr2N4O7S3SiTi

A molecular structure, C45H58AsBr2N4O7S3SiTi (wB97M-V/def2-TZVPD, the OMol25 dataset).

The multiplicity is 2. The expectation value of S² is 0.751. The frontier orbital gap (spin up / spin down) is 5.39 / 5.93 eV. The value obtained for the HOMO energy (spin up / spin down) is -1.82 / -2.36 eV. The total charge is -2.

Structure (XYZ):
```
122
Properties=species:S:1:pos:R:3:forces:R:3
Ti 0.508111 0.856770 -0.885673 0.195 0.513 0.203
C -1.410419 3.427165 2.062671 0.002 -0.082 0.003
C -0.662199 3.900509 0.850431 -0.026 -0.062 -0.014
N -1.303214 4.005429 -0.242553 0.000 -0.047 0.007
N -0.735209 4.615618 -1.320683 -0.061 0.042 0.068
C -0.399359 4.004117 -2.382374 0.342 -0.109 -0.276
S -0.254221 2.326186 -2.873117 -0.269 -0.177 0.209
S 0.009891 5.163934 -3.721317 -0.012 0.064 0.050
C -1.285146 4.674109 -4.907217 0.034 -0.093 -0.036
C -2.678130 4.974318 -4.433155 0.062 0.010 0.065
C -3.362298 4.052400 -3.644582 -0.023 -0.016 -0.023
C -4.621548 4.350125 -3.146133 0.001 0.014 -0.015
C -5.221508 5.566501 -3.439735 -0.010 0.000 0.013
C -4.553630 6.484405 -4.238604 -0.010 0.008 -0.014
C -3.290002 6.188608 -4.726522 0.004 0.018 -0.003
C 0.789003 4.170954 1.007111 0.085 0.115 0.034
C 1.241248 5.154975 1.877548 -0.009 0.024 -0.041
C 2.594576 5.408654 2.038394 0.037 -0.039 -0.038
C 3.513673 4.645510 1.327294 -0.022 0.001 0.008
C 3.088967 3.646153 0.468651 0.047 0.053 0.113
C 1.726707 3.404000 0.305921 -0.210 -0.221 -0.134
O 1.309370 2.430196 -0.499253 0.356 0.350 0.221
H -2.476219 3.625200 1.941968 -0.020 -0.037 -0.013
H -1.055271 3.926138 2.965942 -0.002 0.046 -0.015
H -1.236327 2.357440 2.205194 0.047 -0.018 0.004
H -1.164758 3.608613 -5.104866 0.010 0.008 -0.043
H -1.051831 5.232021 -5.815494 -0.016 -0.009 -0.016
H -2.893962 3.103830 -3.411213 0.028 -0.020 0.029
H -5.126638 3.627771 -2.517991 -0.021 -0.013 0.011
H -6.201571 5.801472 -3.043054 -0.018 -0.002 -0.004
H -5.015280 7.435299 -4.476963 -0.003 0.014 0.005
H -2.762026 6.913538 -5.335759 0.018 0.023 -0.002
H 0.511688 5.738119 2.428128 -0.007 0.008 0.015
H 2.928482 6.183875 2.715376 0.012 0.021 0.016
H 4.576382 4.816809 1.452665 0.002 0.018 0.008
H 3.794961 3.026116 -0.063396 -0.048 0.016 0.047
O -3.520044 0.764094 1.086789 -0.129 0.051 0.123
As -2.347273 -0.201912 0.185917 0.372 -0.006 0.283
O -1.943284 -1.535289 1.026228 -0.036 0.158 -0.143
O -1.224337 1.054832 -0.114447 -0.366 -0.531 0.070
C -3.419041 -0.663427 -1.353200 -0.079 0.087 -0.112
C -4.794217 -0.692505 -1.101543 0.065 0.046 -0.108
C -5.684106 -1.069952 -2.091102 -0.042 0.026 0.063
C -5.214743 -1.416747 -3.349543 -0.026 -0.020 -0.071
C -3.857756 -1.403545 -3.605738 -0.008 0.067 0.082
C -2.956213 -1.036064 -2.608024 -0.162 -0.252 -0.025
S -1.247262 -1.206733 -3.074856 0.306 0.410 0.551
O -0.964359 -2.617115 -3.087887 -0.050 -0.120 -0.081
O -1.123441 -0.500479 -4.317554 0.012 -0.042 -0.124
O -0.520920 -0.543683 -1.937261 -0.143 -0.425 -0.507
H -3.172570 1.665598 1.110311 0.019 0.026 -0.054
H -5.156758 -0.403859 -0.125416 -0.010 0.022 0.007
H -6.746958 -1.083584 -1.882030 0.003 -0.004 0.006
H -5.908986 -1.699078 -4.131414 0.002 -0.005 -0.010
H -3.475377 -1.671714 -4.580702 0.031 -0.005 -0.025
C -2.125721 -2.432351 4.420026 0.010 -0.037 0.034
C -0.689695 -2.092350 4.843701 -0.039 -0.003 -0.009
C -0.619095 -0.557595 4.841614 0.004 -0.026 -0.013
C -0.469753 -2.589907 6.278931 0.019 -0.004 -0.007
Si 0.575285 -2.837823 3.575138 -0.084 0.140 -0.098
Br 1.055468 0.323112 1.634507 0.099 -0.041 0.078
C 2.410896 -2.695892 4.175878 0.039 -0.004 0.058
C 3.345711 -2.760977 2.957672 0.017 -0.011 0.016
C 2.807332 -3.782578 5.186182 -0.003 -0.006 -0.022
C 2.671122 -1.335835 4.835589 -0.003 -0.004 -0.006
C 0.104043 -4.650855 3.062274 -0.015 -0.052 0.016
C -1.062118 -4.598464 2.059423 0.019 -0.036 0.039
C -0.290939 -5.542661 4.248313 0.014 0.000 -0.027
C 1.260066 -5.346908 2.331870 -0.001 0.023 -0.015
H -2.818167 -1.894123 5.079201 -0.034 0.010 0.011
H -2.353267 -3.494274 4.511847 0.000 -0.043 0.006
H -2.323450 -2.120148 3.394010 0.006 0.026 -0.066
H -1.363595 -0.173792 5.550700 -0.021 0.027 0.022
H -0.846130 -0.156637 3.855423 -0.011 0.003 -0.072
H 0.351843 -0.167105 5.134340 0.064 0.009 0.028
H -1.248293 -2.175723 6.932775 -0.031 0.015 0.019
H 0.492394 -2.270229 6.680597 0.041 0.018 0.008
H -0.517300 -3.677214 6.356834 -0.016 -0.045 -0.005
H 3.274638 -3.698771 2.411512 -0.001 -0.048 -0.009
H 4.383386 -2.653470 3.297724 0.038 0.005 -0.002
H 3.138077 -1.953412 2.254166 -0.024 0.044 -0.011
H 2.759719 -4.786352 4.764481 -0.010 -0.025 -0.023
H 2.172211 -3.765309 6.073743 -0.024 0.011 0.040
H 3.841044 -3.617566 5.517442 0.037 0.008 -0.001
H 2.390050 -0.508122 4.184382 -0.017 0.020 -0.047
H 3.744992 -1.246648 5.039719 0.035 0.008 0.019
H 2.148289 -1.226217 5.785743 -0.033 0.006 0.040
H -1.993841 -4.270346 2.511173 -0.058 0.040 0.057
H -1.224195 -5.603548 1.649408 -0.023 -0.023 -0.010
H -0.864162 -3.915392 1.234574 0.043 0.031 -0.056
H -1.183295 -5.183418 4.758851 -0.033 0.026 0.013
H 0.508150 -5.621420 4.988404 0.047 -0.008 0.019
H -0.507858 -6.556738 3.886897 -0.014 -0.028 -0.011
H 1.575663 -4.790875 1.449846 -0.012 0.037 -0.036
H 0.913799 -6.331814 1.995372 0.009 -0.024 -0.016
H 2.133837 -5.505114 2.962911 0.013 -0.010 0.035
C 1.294083 -2.520723 -0.342621 0.002 -0.035 0.121
C 2.317363 -1.659344 -1.007360 -0.103 0.070 0.000
C 3.538479 -2.084509 -1.462485 0.064 0.037 -0.054
C 4.211380 -0.946649 -1.986621 0.005 -0.109 0.001
C 3.368636 0.120962 -1.831651 -0.020 0.181 0.103
C 3.650449 1.518324 -2.290441 -0.009 0.074 -0.106
N 2.196825 -0.291216 -1.218956 -0.302 -0.071 -0.330
H 1.266878 -2.359611 0.740978 0.007 -0.020 -0.049
H 1.553805 -3.563168 -0.539931 -0.003 -0.020 0.033
H 0.280272 -2.366288 -0.700754 -0.029 0.035 -0.066
H 3.890235 -3.105155 -1.426932 0.021 -0.016 0.019
H 5.186523 -0.908205 -2.450585 0.010 -0.006 -0.016
H 4.393537 2.008065 -1.653556 -0.041 -0.025 -0.040
H 2.761244 2.148740 -2.322625 0.075 -0.078 -0.022
H 4.066576 1.489741 -3.300745 0.009 0.006 0.012
Br 3.456231 -1.217248 -8.501941 0.006 -0.017 -0.028
C 2.754845 -0.664759 -6.818646 -0.002 -0.002 0.030
C 2.567034 0.680324 -6.569650 -0.007 -0.017 0.016
C 2.055628 1.024130 -5.323074 -0.075 0.005 -0.025
N 1.754996 0.140862 -4.382878 -0.006 0.056 -0.050
C 1.942467 -1.144004 -4.651165 0.097 -0.035 0.087
C 2.442449 -1.609117 -5.862052 -0.006 0.037 -0.032
H 2.799938 1.434963 -7.306770 0.006 0.002 -0.014
H 1.863980 2.062625 -5.072940 0.002 0.047 0.020
H 1.696722 -1.843525 -3.860088 -0.012 -0.011 0.043
H 2.577696 -2.666037 -6.035848 0.011 -0.019 -0.014
```
Positions in Å, forces in eV/Å.

Results of the natural (NBO) charge analysis, in e, for atoms 1 through 6: 1.76, -0.65, 0.26, -0.23, -0.33, -0.04